1.
C3HClNP | the ωB97M-V functional and the def2-TZVPD basis

## Properties
**Energy above the lowest of the compared OMol25 structures with the same formula, charge and spin**: 441.7 kJ/mol
**E_LUMO**: -3.6 eV
**HOMO level**: -0.387 Eh
**HOMO-LUMO gap**: 6.901 eV

Atoms and positions in Å:
1 N 2.52987 1.59537 0.17619
2 C 1.83334 0.69407 -0.04163
3 C -1.62711 0.81381 -0.02507
4 Cl -0.82131 -2.64408 0.01196
5 C 1.23903 -0.56730 -0.08856
6 P -0.50422 -0.48369 0.00128
7 H -2.64960 0.59183 -0.03418

---

2.
C3HCoO | the ωB97M-V functional and the def2-TZVPD basis

## Properties
**E_LUMO (spin up / spin down)**: -12.3 / -14.2 eV
**Spin multiplicity**: 5
**Charge**: +2
**HOMO level (spin up / spin down)**: -0.690 / -0.786 Eh
**HOMO-LUMO gap (spin up / spin down)**: 6.447 / 7.218 eV

Atoms and positions in Å:
1 H -2.32484 0.46913 0.70660
2 Co 3.08083 -0.09975 0.00358
3 C 0.25311 -0.11868 -0.14108
4 O 1.42319 -0.49793 0.08079
5 C -0.77096 0.41791 -0.75278
6 C -1.66134 -0.17068 0.10288

---

3.
C3HCsO2 | the ωB97M-V functional and the def2-TZVPD basis

## Properties
**Energy above the lowest of the compared OMol25 structures with the same formula, charge and spin**: 0.0 kJ/mol
**E_LUMO (spin up / spin down)**: -3.8 / -5.3 eV
**Spin multiplicity**: 2
**Charge**: +1
**HOMO level (spin up / spin down)**: -0.507 / -0.508 Eh
**HOMO-LUMO gap (spin up / spin down)**: 9.956 / 8.566 eV

Atoms and positions in Å:
1 O 2.76917 1.48539 -0.04857
2 C 3.42320 -0.55077 -0.16921
3 O 1.12215 0.02974 0.28396
4 C 4.60766 -0.24890 0.01911
5 H 5.67470 -0.08417 -0.03089
6 Cs -3.23219 0.53768 0.02170
7 C 2.23986 0.29084 -0.10348

---

4.
C3HCuFO2 | the ωB97M-V functional and the def2-TZVPD basis

## Properties
**Energy above the lowest of the compared OMol25 structures with the same formula, charge and spin**: 138.1 kJ/mol
**E_LUMO (spin up / spin down)**: -1.2 / -1.5 eV
**Spin multiplicity**: 2
**HOMO level (spin up / spin down)**: -0.263 / -0.317 Eh
**HOMO-LUMO gap (spin up / spin down)**: 5.990 / 7.167 eV

Atoms and positions in Å:
1 F 1.86228 0.85822 0.81707
2 C 0.41098 0.14856 -0.85951
3 H 1.01383 0.53519 -1.67324
4 C 0.77360 0.15832 0.44290
5 O -0.12857 0.02254 1.36602
6 Cu -1.10946 -1.83174 1.16703
7 C -1.85067 0.00175 -0.14045
8 O -0.97199 0.10715 -1.11982

---

5.
C3HCuLiO4 | the ωB97M-V functional and the def2-TZVPD basis

## Properties
**Energy above the lowest of the compared OMol25 structures with the same formula, charge and spin**: 252.3 kJ/mol
**E_LUMO (spin up / spin down)**: -9.3 / -11.6 eV
**Spin multiplicity**: 2
**Charge**: +2
**HOMO level (spin up / spin down)**: -0.657 / -0.656 Eh
**HOMO-LUMO gap (spin up / spin down)**: 8.552 / 6.266 eV

Atoms and positions in Å:
1 C -0.93858 -0.42853 0.80331
2 C 0.98948 0.27398 -0.83224
3 O 1.97366 -0.12787 -1.44488
4 C 0.15233 1.23369 -0.55037
5 Li 2.82679 -0.26066 -3.01942
6 O -0.93622 0.89899 0.26180
7 O -1.34839 -0.43776 1.97650
8 Cu -1.24090 -1.27873 3.41940
9 H -1.30653 1.30716 -0.81537
10 O -0.17164 -1.18026 0.20129

---

6.
C3HCuO3 | the ωB97M-V functional and the def2-TZVPD basis

## Properties
**Energy above the lowest of the compared OMol25 structures with the same formula, charge and spin**: 130.7 kJ/mol
**E_LUMO (spin up / spin down)**: -1.8 / -1.9 eV
**Spin multiplicity**: 3
**HOMO level (spin up / spin down)**: -0.263 / -0.317 Eh
**HOMO-LUMO gap (spin up / spin down)**: 5.308 / 6.774 eV

Atoms and positions in Å:
1 Cu 2.87818 2.06872 0.95818
2 H -1.26079 4.19174 0.03083
3 C -0.45723 2.05820 1.04720
4 C 0.24645 3.03844 0.40513
5 C 0.05632 -0.47465 -0.69521
6 O 1.46218 2.77047 0.04604
7 O -1.03790 -0.76478 -0.55089
8 O -0.32303 4.11460 -0.18618

---

7.
C3HErFO2 | the ωB97M-V functional and the def2-TZVPD basis

## Properties
**Energy above the lowest of the compared OMol25 structures with the same formula, charge and spin**: 118.7 kJ/mol
**E_LUMO (spin up / spin down)**: -15.6 / -18.3 eV
**Spin multiplicity**: 4
**Charge**: +3
**HOMO level (spin up / spin down)**: -0.891 / -0.807 Eh
**HOMO-LUMO gap (spin up / spin down)**: 8.681 / 3.629 eV

Atoms and positions in Å:
1 Er -0.73140 2.39074 1.78810
2 H -0.48199 0.82766 -1.16765
3 O 1.44803 0.21679 0.20256
4 F -1.76869 -0.83965 -0.26727
5 C 1.53200 -1.18372 0.15969
6 O 0.33770 -1.55673 -0.28960
7 C -0.53391 -0.50758 -0.40722
8 C 0.19826 0.65250 -0.01862

---

8.
C3HEuO2 | the ωB97M-V functional and the def2-TZVPD basis

## Properties
**Energy above the lowest of the compared OMol25 structures with the same formula, charge and spin**: 195.7 kJ/mol
**E_LUMO (spin up / spin down)**: -6.5 / -6.3 eV
**Spin multiplicity**: 8
**Charge**: +1
**HOMO level (spin up / spin down)**: -0.428 / -0.428 Eh
**HOMO-LUMO gap (spin up / spin down)**: 5.104 / 5.308 eV

Atoms and positions in Å:
1 C -1.73638 1.13450 -0.24191
2 H -2.34919 2.01491 -0.33116
3 O -0.23164 -1.73388 -0.12500
4 C 0.23323 -0.68475 0.35382
5 C -0.96273 0.21583 -0.09637
6 O 1.37438 -0.21523 -0.01060
7 Eu 3.67232 -0.73138 0.45122

---

9.
C3HF3N2S2 | the ωB97M-V functional and the def2-TZVPD basis

## Properties
**Energy above the lowest of the compared OMol25 structures with the same formula, charge and spin**: 0.0 kJ/mol
**E_LUMO (spin up / spin down)**: -2.2 / -2.4 eV
**HOMO level (spin up / spin down)**: -0.321 / -0.306 Eh
**HOMO-LUMO gap (spin up / spin down)**: 6.527 / 5.942 eV

Atoms and positions in Å:
1 F 1.63963 2.48659 -0.37098
2 C -1.87783 -0.72428 0.03076
3 S 0.49717 -3.45976 -0.27285
4 C 0.31844 -1.83613 0.06131
5 N 0.99109 0.66340 0.85712
6 N -0.87999 -1.31309 -0.00298
7 F 0.18291 1.14983 -1.24281
8 H -2.81914 -0.25540 0.03049
9 F -0.34788 2.39079 0.43992
10 C 0.65578 1.62221 -0.02931
11 S 1.63983 -0.72416 0.49934

---

10.
C3HF4NO | the ωB97M-V functional and the def2-TZVPD basis

## Properties
**Energy above the lowest of the compared OMol25 structures with the same formula, charge and spin**: 11.6 kJ/mol
**E_LUMO**: -0.9 eV
**SMILES**: O=C=C(F)F.N=C(F)F
**HOMO level**: -0.355 Eh
**HOMO-LUMO gap**: 8.795 eV

Atoms and positions in Å:
1 F -1.84140 -1.94325 -0.08669
2 C -1.65103 -0.64854 -0.49854
3 O 2.08882 -1.59266 0.77470
4 F -1.86633 0.10428 0.57789
5 F 2.38449 1.86650 0.42133
6 C 1.82807 -0.44223 0.84161
7 H -1.40796 0.68067 -1.89359
8 N -1.48998 -0.33519 -1.67906
9 C 1.52975 0.85056 0.53426
10 F 0.42555 1.45985 1.00809

---

11.
C3HFIrO2 | the ωB97M-V functional and the def2-TZVPD basis

## Properties
**Energy above the lowest of the compared OMol25 structures with the same formula, charge and spin**: 0.0 kJ/mol
**E_LUMO (spin up / spin down)**: -7.0 / -8.2 eV
**Spin multiplicity**: 5
**Charge**: +1
**HOMO level (spin up / spin down)**: -0.502 / -0.540 Eh
**HOMO-LUMO gap (spin up / spin down)**: 6.691 / 6.438 eV

Atoms and positions in Å:
1 Ir 0.69796 -0.31849 2.28206
2 H -1.37882 0.71411 -1.28683
3 O 0.83037 -1.08223 0.38005
4 C -0.68282 0.42996 -0.50552
5 C 1.16887 1.32867 0.72494
6 O 0.07427 1.50008 0.01094
7 F -0.48568 -1.74277 -1.28428
8 C -0.22414 -0.82933 -0.32135

---

12.
C3HFN2O2 | the ωB97M-V functional and the def2-TZVPD basis

## Properties
**Energy above the lowest of the compared OMol25 structures with the same formula, charge and spin**: 27.8 kJ/mol
**E_LUMO**: 0.5 eV
**SMILES**: N#CN=C=O.O=CF
**HOMO level**: -0.417 Eh
**HOMO-LUMO gap**: 11.864 eV

Atoms and positions in Å:
1 O -0.58363 -0.63697 -0.14120
2 N 2.25112 -1.36626 -0.58018
3 H -0.30624 1.32922 -0.64617
4 N 0.98746 -3.31792 -1.36264
5 C 2.11534 -0.19453 -0.36266
6 C -0.25724 0.24428 -0.84282
7 O 2.01708 0.93578 -0.13928
8 C 1.57197 -2.40530 -0.99764
9 F 0.18809 0.05187 -2.09786

---

Q: Which max |F| values were calculated for the entries above? A: 3.8, 3.9, 3.0, 3.2, 7.5, 2.4, 7.5, 9.1, 5.0, 2.2, 4.5, 1.8, in eV/Å.